Here is a cluster of 2 separate species, C21H47FNO3S in total from the OMol25 dataset. Energies are from the ωB97M-V functional and the def2-TZVPD basis.

```
74
Properties=species:S:1:pos:R:3:forces:R:3
C 1.5932 -1.9934 2.7522 -0.513 -0.816 -0.957
C 0.4127 -3.1734 2.6994 1.444 0.137 0.956
C 0.7453 -4.0880 1.3802 -0.538 -0.946 0.761
C -0.3391 -3.9679 0.1568 1.185 -0.161 -0.591
C -1.0434 -2.4972 -0.0097 -0.389 -0.610 -1.385
C -1.0026 -2.0391 -1.6170 -0.899 1.029 0.913
C -2.3127 -2.5505 -2.4671 0.617 0.192 -1.324
C -3.5590 -1.4544 -2.4878 -0.166 -1.077 0.000
C -4.0438 -0.9716 -0.9979 -0.571 1.119 -0.878
C -4.9525 0.4208 -1.1695 1.372 -0.863 -0.196
C -3.8601 1.6075 -1.5325 -0.193 -0.166 0.615
C -3.7040 2.6708 -0.2812 0.233 0.912 -0.689
C -2.4556 2.2480 0.7380 -1.245 -0.734 -0.248
N -1.2131 3.1030 0.5198 -1.352 -0.300 1.605
C 0.0067 2.4801 1.1754 1.519 -0.641 0.573
C 1.4417 3.0725 0.5644 0.119 0.018 0.868
C 2.3882 1.8901 -0.0773 0.875 0.021 -0.924
C 3.2250 2.4424 -1.4140 -0.123 0.663 -0.212
C 4.7695 1.8927 -1.4839 -0.166 0.279 0.233
C 4.9430 0.2806 -1.2265 0.954 0.196 -0.137
C 6.1544 0.1238 -0.0968 0.194 -0.414 -0.397
C 6.9047 -1.3331 -0.1277 0.481 -0.127 0.391
S -1.4917 4.7406 1.1067 4.550 6.467 -0.831
O -0.4430 5.1776 2.1997 -4.694 -2.646 -3.993
O -1.4274 5.6819 -0.1573 -1.295 -4.358 5.180
F -3.0466 4.9201 1.8564 2.635 -1.032 -1.547
H 1.5348 -1.4259 1.7046 0.234 -0.869 2.408
H 1.4835 -1.2775 3.6737 0.335 -1.357 -1.906
H 2.6276 -2.5828 2.7487 -2.207 1.492 0.246
H -0.6717 -2.7362 2.7447 1.978 -0.729 -0.337
H 0.5604 -3.7830 3.7150 -0.458 1.097 -2.354
H 0.7394 -5.2323 1.7195 0.164 2.501 -0.803
H 1.8378 -3.8333 1.0450 -2.191 -0.447 0.455
H -1.0952 -4.8697 0.2302 1.265 2.113 -0.070
H 0.2752 -4.1561 -0.8494 -1.383 0.310 2.179
H -2.1939 -2.6328 0.2765 2.357 0.580 -0.375
H -0.5267 -1.6255 0.5763 -0.957 -1.888 -0.732
H -1.0740 -0.8483 -1.5877 0.275 -2.395 -0.317
H 0.0316 -2.3174 -2.1011 -2.169 0.400 0.969
H -1.9543 -2.6350 -3.6009 -0.856 0.097 2.392
H -2.6705 -3.6450 -2.1786 0.718 2.412 -0.310
H -3.3089 -0.5463 -3.2181 -0.397 -1.920 1.864
H -4.4824 -2.0289 -2.9732 1.894 1.360 1.000
H -3.1446 -0.6488 -0.2833 -1.777 -1.023 -1.647
H -4.7081 -1.8172 -0.5365 1.376 1.339 -0.716
H -5.4845 0.6136 -0.1449 0.746 -0.054 -2.038
H -5.7256 0.2864 -2.0471 1.438 0.242 1.968
H -4.1954 2.1291 -2.5253 0.755 -0.795 2.062
H -2.7848 1.1194 -1.7061 -2.377 1.069 0.209
H -4.7150 2.8272 0.3133 2.115 -0.511 -1.192
H -3.4735 3.7270 -0.7877 -0.289 -2.226 1.372
H -2.1508 1.1442 0.4764 -0.368 2.177 0.448
H -2.7791 2.2603 1.8752 0.535 0.067 -2.131
H -0.0500 2.6022 2.3571 0.203 -0.299 -2.515
H -0.0147 1.3200 0.9014 -0.230 2.538 0.564
H 2.0416 3.5119 1.4892 -1.368 -0.704 -2.081
H 1.2332 3.9640 -0.2005 0.382 -2.128 1.631
H 1.7900 0.9434 -0.4330 0.890 1.835 0.856
H 3.2165 1.5116 0.6875 -1.957 0.877 -1.401
H 3.2499 3.6338 -1.3581 0.038 -2.565 -0.111
H 2.6367 2.1920 -2.4213 1.219 0.381 2.266
H 5.2690 2.1700 -2.5260 -1.167 -0.494 2.253
H 5.3886 2.4588 -0.6381 -1.387 -1.164 -1.825
H 5.2957 -0.2240 -2.2385 -0.682 0.975 2.145
H 3.9485 -0.2728 -0.9095 2.029 1.255 -0.456
H 5.7125 0.2763 0.9942 0.944 -0.034 -2.364
H 6.9931 0.9432 -0.3190 -2.089 -1.644 0.547
H 6.6179 -2.0017 -1.0492 0.343 1.366 1.831
H 8.0890 -1.2054 -0.1803 -2.635 -0.232 0.230
H 6.6437 -1.8915 0.8762 0.620 0.849 -2.161
O -4.4434 -0.9522 1.8902 -0.118 -0.045 0.813
H -4.7375 -0.2034 2.4689 0.150 -0.362 -0.285
H -5.0292 -1.7443 1.9973 0.313 0.385 -0.123
H -3.4924 -1.1809 2.0493 -0.294 0.030 -0.243
```
Forces are in eV/Å.

Results
E_tot = -43703.8771 eV
Charge = +1